1.
19
Properties=species:S:1:pos:R:3:forces:R:3:lowdin_charge:R:1 method="wB97M-V/def2-TZVPD" orbital_gap_ev=8.825 spin_multiplicity=1 de_lowest_kcal_mol=94.6 total_charge=0
C 1.09496 1.04759 1.62074 0.0 0.0 -0.1 -0.008
C 0.29143 -0.08847 1.03315 -0.4 -0.2 0.1 -0.548
C 0.54501 0.34284 -0.97857 -0.1 -0.2 0.0 -0.125
C 1.39091 -0.50446 -1.56025 -0.1 0.1 0.1 0.000
O 0.50033 -1.26893 1.25829 -0.1 0.4 -0.2 0.028
H 0.57676 1.40206 -1.22602 0.0 0.0 -0.1 0.090
H 0.87676 2.00853 1.15733 0.0 0.0 0.0 0.082
H 0.86498 1.10224 2.69022 0.0 0.0 -0.1 0.094
H 2.15137 0.81967 1.50180 0.0 0.0 0.0 0.096
H 1.39212 -1.55844 -1.29071 0.0 0.0 0.0 0.061
H 2.11982 -0.20008 -2.30543 0.0 0.0 0.0 0.058
C -1.32396 -0.02319 -0.72829 0.1 0.1 0.2 -0.650
N -1.21361 0.25645 0.84679 0.2 -0.1 -0.2 0.177
N -1.56243 -1.40978 -0.83877 0.1 0.1 0.0 0.137
O -1.91931 0.82376 -1.37878 0.2 -0.2 0.2 0.011
H -0.86086 -1.98133 -0.37890 0.0 0.1 0.0 0.073
H -1.45381 1.23661 0.98203 0.0 0.0 0.0 0.156
H -1.81193 -0.35011 1.41090 0.1 0.0 -0.1 0.161
H -1.65855 -1.65497 -1.81551 0.0 0.0 0.0 0.106

---

2.
108
Properties=species:S:1:pos:R:3:forces:R:3:lowdin_charge:R:1 method="wB97M-V/def2-TZVPD" orbital_gap_ev=10.149 spin_multiplicity=1 de_lowest_kcal_mol=33.9 total_charge=0 smiles=CC(C)O.CC(C)O.CC(C)O.CC(C)O.CC(C)O.CC(C)O.CCO.CCO.CCO.CCO
C 4.54271 -0.32673 2.21222 1.1 -0.1 0.1 -0.049
C 3.72274 -0.38330 0.98379 -1.3 3.4 -0.8 -0.545
C 4.44454 -0.34753 -0.37384 2.9 -0.6 2.5 -0.023
O 2.83385 -1.42676 0.91079 -1.0 -2.8 1.0 -0.101
H 5.28324 0.48846 2.09488 -0.5 -0.3 0.4 0.099
H 5.09852 -1.25031 2.20302 0.5 -0.5 0.7 0.083
H 3.93030 -0.22058 3.12933 0.5 0.0 -0.5 0.078
H 3.09666 0.54670 1.05597 0.2 -0.2 -0.4 0.144
H 4.88835 0.58112 -0.71499 -0.2 0.4 0.4 0.078
H 3.77441 -0.65305 -1.08721 -1.5 -0.9 -1.9 0.031
H 5.31849 -1.06876 -0.29282 -1.0 0.5 -0.4 0.106
H 2.52084 -1.82978 1.78774 0.9 0.7 -1.1 0.098
C -2.64940 3.78326 1.01579 0.2 1.2 0.5 -0.047
C -3.36677 2.70586 0.26025 -0.7 0.8 1.2 -0.517
C -3.09411 2.80609 -1.15951 -0.3 -0.9 -2.6 -0.073
O -3.07060 1.45780 0.87503 -1.0 -1.3 -1.5 -0.073
H -2.91003 3.60967 2.04069 0.4 0.0 0.9 0.049
H -3.03315 4.81961 0.82126 0.3 -1.0 -0.3 0.103
H -1.55076 3.78728 0.88940 -0.5 -0.2 0.0 0.102
H -4.44273 2.92950 0.33737 0.0 -0.2 0.4 0.149
H -2.12987 2.46926 -1.49724 0.7 -0.3 0.2 0.078
H -3.17003 3.81881 -1.49519 -0.2 0.8 -0.1 0.083
H -3.84662 2.25068 -1.73736 0.2 0.0 0.0 0.076
H -3.55455 0.73015 0.34735 0.9 1.2 0.9 0.113
C -2.81143 -5.27738 -0.08239 0.3 -0.2 -0.8 -0.035
C -2.48185 -4.06727 -0.97129 0.2 -0.1 -0.9 -0.458
C -3.45432 -3.91880 -2.14233 0.0 -0.9 0.9 -0.032
O -2.54451 -2.87270 -0.23849 -1.4 0.4 -0.3 -0.065
H -3.82057 -5.15262 0.21336 -1.1 0.2 0.7 0.063
H -2.20701 -5.46338 0.80442 0.3 0.6 -0.1 0.081
H -2.81291 -6.22179 -0.62069 0.2 0.0 -0.4 0.079
H -1.48581 -4.14521 -1.41741 0.3 -0.1 0.2 0.137
H -4.44820 -4.12422 -1.74679 -0.3 0.0 -0.5 0.092
H -3.14991 -4.60827 -2.89596 -0.2 -1.2 -0.5 0.074
H -3.42822 -3.01038 -2.70734 0.1 1.0 0.4 0.041
H -1.77208 -2.87097 0.29637 1.5 0.5 1.2 0.033
C 3.64217 -4.00554 -1.93046 0.7 -0.8 0.3 -0.038
C 2.39561 -4.34361 -1.12552 0.1 -0.6 -1.5 -0.484
C 2.61896 -5.07524 0.17054 0.8 -1.4 0.4 -0.043
O 1.66081 -3.14885 -0.96904 -1.7 -1.1 -0.4 -0.053
H 4.40788 -4.83545 -1.94431 -0.9 0.8 -0.2 0.106
H 4.08015 -3.15132 -1.45966 0.7 0.5 0.5 0.049
H 3.38107 -3.64628 -2.92399 0.0 -0.4 -0.2 0.084
H 1.79384 -4.93919 -1.80904 -0.4 -0.3 0.2 0.132
H 3.47375 -4.66291 0.69301 0.3 0.3 0.2 0.072
H 2.90371 -6.18903 0.03983 -0.8 1.7 0.0 0.113
H 1.77038 -4.93272 0.84908 0.0 -0.4 -0.2 0.078
H 2.22880 -2.46179 -0.69633 1.4 1.5 0.8 0.029
C -3.98208 0.51563 4.60112 1.9 -1.1 0.4 -0.043
C -3.12491 1.67392 4.23832 0.6 2.1 -1.1 -0.506
C -2.56725 2.55511 5.36353 1.4 -1.0 0.1 -0.048
O -2.05373 1.23296 3.40978 0.5 0.0 0.3 -0.080
H -4.85037 0.79591 5.09134 -1.9 0.5 0.8 0.054
H -3.40880 -0.10981 5.29748 -0.1 0.0 0.0 0.090
H -4.16186 -0.11564 3.74373 -0.3 0.1 -0.4 0.082
H -3.66372 2.43458 3.65635 -0.6 -0.5 -0.2 0.117
H -2.12811 3.50357 5.06026 -0.3 0.0 -0.7 0.073
H -1.70922 2.06331 5.83303 -0.2 -0.3 0.2 0.076
H -3.26658 2.77840 6.12922 -0.9 0.0 0.7 0.060
H -2.34714 1.27277 2.48163 -0.1 0.0 0.2 0.032
C 2.75064 5.23030 -1.87021 -0.2 1.5 1.0 -0.059
C 3.19100 6.37844 -2.76334 0.6 0.3 0.5 -0.496
C 4.67793 6.19179 -3.10355 0.1 0.6 0.6 -0.067
O 2.47523 6.32390 -3.99550 -0.2 0.4 -0.3 -0.060
H 2.41853 4.41122 -2.45007 -0.1 -0.9 -0.7 0.028
H 1.87455 5.60933 -1.31510 0.4 -0.6 0.3 0.085
H 3.59496 4.94268 -1.22855 -0.6 0.0 0.2 0.086
H 2.99657 7.34985 -2.22721 0.3 -0.7 -0.6 0.145
H 5.02283 6.99640 -3.73240 0.0 0.0 -0.8 0.065
H 4.74400 5.21165 -3.57297 0.4 0.1 -0.2 0.082
H 5.40205 6.26039 -2.25591 -1.0 -0.4 -0.2 0.089
H 1.70687 6.91283 -3.99965 0.4 -0.2 0.2 0.094
C -3.37298 -0.19275 -2.88441 0.4 0.2 0.3 -0.092
C -4.67839 -0.55400 -2.10409 0.7 3.1 -1.0 -0.307
O -4.35789 -0.68329 -0.75303 0.2 -0.7 1.3 -0.110
H -3.47397 0.52685 -3.72205 -0.3 -0.7 0.2 0.080
H -2.88818 -1.12854 -3.20487 -0.1 0.4 -0.2 0.053
H -2.63924 0.29297 -2.20105 -0.7 -0.4 -0.2 0.049
H -5.14722 -1.37680 -2.59356 -0.4 -1.1 0.1 0.084
H -5.43390 0.31694 -2.19261 1.2 -1.3 0.3 0.134
H -3.66578 -1.36945 -0.54228 -0.8 0.3 -0.7 0.081
C 0.45346 -1.32755 4.84710 2.1 1.0 0.2 -0.056
C 1.76664 -2.02552 4.45100 0.4 0.4 0.3 -0.300
O 1.74616 -2.78885 3.25610 -1.7 0.0 -1.2 -0.116
H 0.06224 -0.85824 3.95669 -0.1 0.8 -0.1 0.045
H 0.71643 -0.56544 5.67612 -0.8 -1.2 -1.4 0.116
H -0.30412 -2.00455 5.12635 -0.8 -0.9 0.8 0.055
H 2.15291 -2.68191 5.23065 -0.2 0.0 0.2 0.109
H 2.55028 -1.28207 4.27364 -0.2 0.3 0.4 0.081
H 0.86270 -2.69015 2.79636 1.1 -0.3 0.5 0.084
C 1.98841 1.86488 -3.62920 0.9 1.4 0.4 -0.102
C 0.71361 1.34786 -4.21408 0.6 1.0 -1.2 -0.368
O 0.43675 0.19433 -3.49754 -1.5 -1.0 0.3 -0.077
H 2.79280 1.12213 -3.78737 -0.3 0.5 0.3 0.085
H 1.83323 2.09047 -2.55078 0.2 -0.5 -0.5 0.078
H 2.29716 2.86091 -4.04493 -0.2 -1.0 -0.1 0.079
H 0.86907 1.12974 -5.28268 0.0 -0.1 0.1 0.112
H -0.04701 2.14508 -4.19917 -0.2 -0.4 0.4 0.115
H -0.46764 -0.10645 -3.70320 0.6 0.1 0.2 0.087
C -0.27302 -0.36176 -0.35556 -0.6 -1.6 0.7 -0.039
C -0.06708 -1.03843 1.03986 -0.3 2.5 0.8 -0.301
O -0.05943 -2.42250 0.93295 -0.2 -1.7 0.2 -0.128
H 0.62213 -0.40092 -0.98190 -0.2 -0.5 0.0 0.060
H -0.59315 0.66318 -0.37975 -0.2 0.5 0.6 0.052
H -1.13694 -0.98185 -0.72147 1.0 0.7 -0.5 0.073
H -0.94216 -0.77482 1.74833 1.3 -0.3 -1.1 0.135
H 0.89942 -0.73894 1.52532 -1.1 0.3 -0.4 0.097
H 0.61699 -2.77256 0.30149 -0.3 0.4 0.0 0.059